Molecular formula: C4H6O2
Method: DFT, ωB97M-V/def2-TZVPD

Summary:
- HOMO-LUMO gap (spin up / spin down) (eV) = 7.0 / 7.0
- charge = 0
- HOMO (spin up / spin down) (eV) = -7.16 / -7.17
- LUMO energy (spin up / spin down) (hartree) = -0.0066 / -0.0061
- energy relative to the best compared isomer or geometry (same formula, charge and spin) (eV) = 4.192
- total energy (a.u.) = -306.35223

Each line ends with the Mulliken charge.
Cartesian coordinates (Å):
O -0.2220 1.2716 -1.5130  -0.6053
C 0.0282 1.0108 -0.1005  -0.0380
C -0.8540 0.0762 0.5980  -0.6557
C -0.3639 -1.2791 0.3650  -0.2102
O 1.1301 -1.0781 0.0565  -0.2939
C 1.2673 0.1830 -0.0794  0.0043
H -1.0421 0.7829 -1.6814  0.4267
H 0.1603 1.9812 0.3900  0.2164
H -1.3567 0.3345 1.5200  0.2793
H -0.3771 -1.9709 1.2112  0.2743
H -0.6639 -1.8241 -0.5407  0.2147
H 2.2937 0.5122 -0.2257  0.3873